Below is C15H15MgN5O6 as an isolated structure in a non-equilibrium geometry, with properties calculated with ωB97M-V with the def2-TZVPD basis set.

```
42
C15H15MgN5O6 (ωB97M-V with the def2-TZVPD basis set)
Mg 0.530 -0.038 0.587
N -0.058 -1.622 3.362
O -0.152 -0.692 2.477
O 1.054 -1.974 3.747
O -1.085 -2.203 3.686
N 2.935 0.027 1.217
O 4.100 0.263 1.293
O 2.051 0.912 1.526
O 2.443 -1.051 0.745
N 1.210 0.522 -1.262
C 1.566 -0.290 -2.261
C 2.419 0.066 -3.278
C 2.855 1.379 -3.343
C 2.418 2.274 -2.366
C 1.543 1.798 -1.407
H 1.148 -1.289 -2.242
H 2.758 -0.668 -3.994
H 3.489 1.747 -4.140
H 2.677 3.320 -2.409
H 1.243 2.495 -0.630
N -0.546 -1.682 -0.065
C 0.079 -2.817 -0.348
C -0.539 -4.053 -0.482
C -1.899 -4.139 -0.254
C -2.579 -2.949 -0.054
C -1.862 -1.782 0.096
H 1.163 -2.798 -0.423
H 0.096 -4.905 -0.676
H -2.431 -5.080 -0.313
H -3.648 -2.952 0.105
H -2.448 -0.898 0.325
N -0.769 1.515 0.764
C -0.723 2.320 1.819
C -1.670 3.295 2.069
C -2.670 3.499 1.130
C -2.696 2.711 -0.011
C -1.725 1.741 -0.142
H 0.021 2.045 2.560
H -1.606 3.819 3.011
H -3.485 4.169 1.381
H -3.425 2.880 -0.789
H -1.780 1.088 -1.010
```

Output
- max |F| (eV/A) = 2.41
- multiplicity = 1
- HOMO-LUMO gap (eV) = 7.95
- energy relative to the best compared isomer or geometry (same formula, charge and spin) (kJ/mol) = 11.5
- HOMO level (eV) = -8.1
- lowest unoccupied orbital energy (eV) = -0.2